[1]
{
  "formula": "C7H8O",
  "method": "ωB97M-V/def2-TZVPD",
  "elements": ["C", "O", "C", "C", "H", "H", "H", "H", "C", "C", "C", "C", "H", "H", "H", "H"],
  "coordinates": [[1.333, -0.516, -0.598], [1.570, -0.381, -1.954], [1.015, 0.731, 0.186], [2.228, 0.596, 0.587], [2.446, -0.718, -2.187], [1.520, -1.506, -0.186], [-0.349, -0.922, -0.622], [3.040, 0.950, 1.184], [-1.461, -0.614, -0.234], [-1.892, -1.195, 0.882], [-0.333, 1.268, 0.326], [-1.063, 2.244, 0.393], [-2.140, -0.179, -0.955], [-1.214, -1.675, 1.573], [-2.915, -1.095, 1.221], [-1.787, 3.012, 0.382]],
  "multiplicity": 1,
  "homo_lumo_gap_ev": 9.28,
  "max_force_ev_per_a": 4.337,
  "total_energy_ha": -346.46664,
  "e_above_lowest_kj_mol": 810.9,
  "homo_energy_ev": -8.5,
  "charge": 0,
  "smiles": "C#CC1=C[C@@H]1O.C=C"
}



[2]
{
  "formula": "C6H9N",
  "method": "ωB97M-V/def2-TZVPD",
  "elements": ["C", "N", "C", "C", "C", "C", "C", "H", "H", "H", "H", "H", "H", "H", "H", "H"],
  "coordinates": [[1.925, -0.532, -0.140], [0.870, 0.453, 0.061], [-0.562, 0.508, 1.100], [-0.996, 1.434, -0.029], [-0.251, 0.337, -0.850], [-1.034, -0.943, -0.441], [-1.321, -0.767, 0.850], [1.605, -1.585, -0.104], [2.329, -0.358, -1.155], [2.774, -0.389, 0.543], [0.200, 0.722, 1.794], [-0.454, 2.375, 0.039], [-2.051, 1.583, -0.280], [-0.021, 0.440, -1.910], [-1.137, -1.860, -1.003], [-1.876, -1.417, 1.525]],
  "multiplicity": 1,
  "homo_lumo_gap_ev": 9.36,
  "max_force_ev_per_a": 2.866,
  "total_energy_ha": -288.60940,
  "e_above_lowest_kj_mol": 453.3,
  "homo_energy_ev": -8.2,
  "charge": 0
}



[3]
{
  "formula": "C2H2NO3",
  "method": "ωB97M-V/def2-TZVPD",
  "elements": ["C", "C", "N", "O", "O", "O", "H", "H"],
  "coordinates": [[1.555, 1.406, -0.050], [-3.302, 0.709, 0.031], [2.455, 2.044, 0.248], [-0.366, -0.301, -0.447], [-3.017, 1.790, -0.217], [-3.712, -0.308, 0.338], [0.766, 0.743, -0.440], [-0.968, -0.254, 0.289]],
  "multiplicity": 1,
  "homo_lumo_gap_ev": 7.08,
  "max_force_ev_per_a": 2.600,
  "total_energy_ha": -357.92193,
  "e_above_lowest_kj_mol": 202.7,
  "homo_energy_ev": -3.8,
  "charge": -1
}